No. 1
C12H10BeCl4O2 as an isolated structure in a non-equilibrium geometry. Source: the Open Molecules 2025 dataset; level of theory: ωB97M-V/def2-TZVPD.

Its LUMO energy is 4.20 eV. Its total energy is -67193.33581 eV. The net charge is -2.

Geometry (Å):
C: -2.298 -1.255 -0.384
C: -1.647 -1.457 -1.650
C: -1.448 -0.192 -2.260
H: -1.317 -2.413 -2.046
C: -1.947 0.806 -1.370
C: -2.477 0.162 -0.223
H: -2.933 0.652 0.638
H: -2.763 -2.049 0.201
H: -0.971 -0.011 -3.217
H: -1.893 1.879 -1.527
Be: -0.880 -1.051 1.580
Cl: -0.073 -2.762 1.319
C: 2.645 -0.172 -0.219
C: 2.284 1.070 -0.815
C: 1.875 0.810 -2.154
H: 2.250 2.027 -0.304
C: 2.017 -0.589 -2.399
C: 2.522 -1.192 -1.208
H: 2.707 -2.247 -1.039
H: 2.974 -0.321 0.804
H: 1.537 1.551 -2.870
H: 1.771 -1.102 -3.325
Cl: 0.465 0.644 5.039
C: -0.093 1.571 3.614
Cl: -1.586 2.498 3.970
Cl: 1.181 2.589 2.939
C: -0.496 0.520 2.582
O: -1.416 -0.323 2.917
O: 0.012 0.357 1.407

***

No. 2
C12H10BrCeCl3O2 as an isolated structure in a non-equilibrium geometry. Source: the Open Molecules 2025 dataset; level of theory: ωB97M-V/def2-TZVPD.

Its spin multiplicity is 2. Its LUMO energy (alpha / beta) is 2.07 / 2.07 eV. Its total energy is -137241.20122 eV. The net charge is -1.

Geometry (Å):
C: 1.117 1.519 -1.121
C: 0.340 2.232 -0.147
C: 0.761 1.822 1.146
H: -0.364 3.054 -0.353
C: 1.788 0.844 0.998
C: 2.006 0.653 -0.400
H: 2.773 0.011 -0.846
H: 1.074 1.662 -2.212
H: 0.455 2.293 2.092
H: 2.380 0.414 1.825
Ce: -0.400 -0.279 -0.299
Br: -1.221 -0.979 -2.677
C: -0.119 -3.706 -3.766
C: 1.284 -3.613 -3.786
C: 1.653 -2.506 -4.640
H: 1.981 -4.310 -3.348
C: 0.468 -1.923 -5.141
C: -0.660 -2.642 -4.580
H: -1.687 -2.516 -4.878
H: -0.712 -4.464 -3.276
H: 2.657 -2.253 -4.938
H: 0.393 -1.124 -5.862
Cl: -3.379 0.737 4.154
C: -3.326 1.322 2.505
Cl: -4.955 1.162 1.840
Cl: -2.881 3.033 2.537
C: -2.294 0.548 1.581
O: -1.395 -0.232 2.018
O: -2.294 0.820 0.312

***

No. 3
C12H10BrHfN3 as an isolated structure in a non-equilibrium geometry. Source: the Open Molecules 2025 dataset; level of theory: ωB97M-V/def2-TZVPD.

The calculation puts the energy above the lowest of the compared OMol25 structures with the same formula, charge and spin at 12.4 kcal per mole. Its LUMO energy (alpha / beta) is -2.84 / -2.90 eV. Its total energy is -88421.63698 eV. The net charge is 0.

Geometry (Å):
C: -1.755 -0.727 -0.013
C: -1.569 -1.232 1.341
C: -1.938 -0.161 2.257
H: -1.368 -2.282 1.617
C: -2.301 0.990 1.488
C: -2.147 0.667 0.094
H: -2.458 1.299 -0.738
H: -1.752 -1.310 -0.935
H: -2.105 -0.242 3.335
H: -2.767 1.885 1.893
Hf: 0.029 0.281 1.000
Br: 1.459 -1.490 0.025
C: 2.569 0.668 -3.224
C: 1.498 1.467 -3.730
C: 0.506 0.589 -4.266
H: 1.459 2.554 -3.740
C: 0.967 -0.754 -4.096
C: 2.235 -0.705 -3.438
H: 2.855 -1.560 -3.185
H: 3.488 1.040 -2.777
H: -0.419 0.890 -4.753
H: 0.452 -1.652 -4.429
N: 0.614 0.251 2.984
C: 0.811 0.193 4.160
N: 1.220 0.101 5.344
C: 0.510 -0.249 6.404
N: -0.094 -0.511 7.382

***

No. 4
C12H10BrIN3O3OsSSe as an isolated structure. Source: the Open Molecules 2025 dataset; level of theory: ωB97M-V/def2-TZVPD.

The calculation puts the energy above the lowest of the compared OMol25 structures with the same formula, charge and spin at 0.0 kcal per mole. Its spin multiplicity is 2. Its LUMO energy (alpha / beta) is -0.63 / -2.63 eV. Its total energy is -180011.30219 eV. The net charge is 0.

Geometry (Å):
Os: -1.157 0.011 0.128
N: -2.509 0.522 -1.471
C: -2.819 1.985 -1.436
C: -2.273 2.706 -0.202
O: -2.539 3.876 -0.006
N: -1.472 1.928 0.565
C: -0.765 2.463 1.711
C: 0.152 1.380 2.295
O: 0.984 1.657 3.129
O: -0.029 0.154 1.846
H: -2.149 0.271 -2.385
H: -3.368 -0.019 -1.367
H: -3.893 2.150 -1.488
H: -2.373 2.468 -2.305
H: -1.465 2.777 2.492
H: -0.168 3.339 1.454
S: -0.351 -3.066 -1.195
C: -0.684 -1.702 -0.576
Br: 2.568 -1.424 -3.299
C: 2.958 -1.521 -1.453
C: 3.769 -2.557 -1.012
C: 4.081 -2.663 0.333
C: 3.594 -1.738 1.243
C: 2.785 -0.698 0.814
C: 2.471 -0.598 -0.536
I: 1.203 0.963 -1.111
H: 4.150 -3.273 -1.727
H: 4.712 -3.476 0.668
H: 3.831 -1.822 2.294
H: 2.384 0.011 1.526
Se: -2.807 -1.042 1.526
C: -4.051 -1.450 0.218
N: -4.769 -1.610 -0.672

***

- What is the formula in the third record?
  C12H10BrHfN3